# 1
{"formula": "C15H22O5", "method": "the ωB97M-V functional and the def2-TZVPD basis", "total_charge": 0, "smiles": "COC(C[C@@H]1O[C@H]1[C@@H](O)COCc1ccccc1)OC", "homo_energy_ev": -9.2, "max_force_ev_per_a": 1.42, "relative_energy_kj_mol": 339.7, "symbols": ["C", "H", "H", "H", "O", "C", "C", "C", "C", "H", "C", "O", "H", "C", "O", "C", "C", "C", "C", "C", "C", "C", "H", "H", "H", "H", "H", "H", "H", "H", "H", "H", "O", "H", "H", "H", "O", "C", "H", "H", "H", "H"], "coordinates": [[-2.140, -1.086, -1.671], [-1.580, -0.321, -2.215], [-3.208, -0.980, -1.878], [-1.803, -2.069, -1.994], [-1.886, -1.014, -0.279], [-2.674, -0.098, 0.433], [-2.498, 1.365, 0.008], [-1.085, 1.849, 0.226], [-0.127, 1.987, -0.874], [-0.462, 1.761, -1.885], [1.380, 1.864, -0.712], [2.025, 2.625, -1.710], [1.706, 3.534, -1.647], [1.861, 2.309, 0.686], [1.575, 1.407, 1.725], [2.525, 0.376, 1.920], [2.471, -0.730, 0.894], [1.266, -1.369, 0.630], [1.203, -2.383, -0.307], [2.345, -2.775, -0.986], [3.550, -2.145, -0.725], [3.612, -1.125, 0.209], [4.554, -0.633, 0.406], [4.443, -2.445, -1.253], [2.298, -3.569, -1.717], [0.256, -2.863, -0.502], [0.370, -1.055, 1.143], [2.284, -0.032, 2.908], [3.537, 0.804, 1.956], [2.941, 2.498, 0.622], [1.353, 3.244, 0.948], [1.674, 0.826, -0.898], [-0.751, 3.106, -0.301], [-0.682, 1.657, 1.216], [-2.789, 1.482, -1.037], [-3.182, 1.963, 0.613], [-4.041, -0.387, 0.335], [-4.415, -1.606, 0.943], [-5.479, -1.726, 0.754], [-4.230, -1.572, 2.022], [-3.863, -2.448, 0.515], [-2.331, -0.224, 1.475]], "nbo_charge": [-0.268, 0.172, 0.189, 0.192, -0.557, 0.388, -0.457, 0.052, 0.046, 0.183, 0.031, -0.706, 0.466, -0.097, -0.540, -0.095, 0.021, -0.238, -0.195, -0.219, -0.206, -0.242, 0.210, 0.213, 0.213, 0.215, 0.223, 0.199, 0.170, 0.180, 0.201, 0.203, -0.498, 0.204, 0.218, 0.230, -0.547, -0.254, 0.196, 0.169, 0.178, 0.154]}


# 2
{"formula": "C15H23BF6NO9", "method": "the ωB97M-V functional and the def2-TZVPD basis", "total_charge": -1, "homo_energy_ev": -5.1, "max_force_ev_per_a": 6.33, "symbols": ["C", "C", "O", "C", "C", "O", "C", "O", "B", "O", "C", "O", "C", "N", "H", "H", "H", "H", "H", "H", "H", "H", "H", "H", "H", "H", "H", "C", "C", "O", "C", "O", "C", "F", "F", "F", "H", "H", "H", "H", "H", "C", "C", "O", "C", "O", "C", "F", "F", "F", "H", "H", "H", "H", "H"], "coordinates": [[-0.623, 2.226, 2.490], [-1.740, 2.511, 1.338], [-1.166, 2.612, -0.001], [-2.221, 2.481, -0.983], [-2.174, 1.127, -1.849], [-2.236, -0.091, -1.077], [-0.954, -0.475, -0.543], [0.203, -0.465, -1.381], [1.137, -1.527, -0.941], [0.201, -2.680, -0.766], [-0.853, -2.034, 0.001], [-2.104, -2.791, 0.120], [-2.916, -2.228, 1.149], [-3.603, -1.461, 1.799], [0.372, 2.027, 1.934], [-0.540, 3.100, 3.233], [-0.984, 1.318, 3.095], [-2.505, 1.642, 1.400], [-2.303, 3.487, 1.602], [-3.268, 2.544, -0.484], [-2.068, 3.350, -1.740], [-1.302, 1.160, -2.608], [-3.133, 1.139, -2.504], [-0.739, 0.099, 0.430], [2.095, -1.663, -1.625], [1.568, -1.235, 0.142], [-0.346, -1.924, 1.030], [-0.182, -6.096, 0.051], [0.988, -5.931, -0.898], [1.678, -7.181, -1.094], [1.069, -8.071, -1.901], [0.010, -7.880, -2.449], [1.914, -9.333, -2.050], [2.334, -9.818, -0.860], [3.026, -9.111, -2.787], [1.249, -10.337, -2.655], [0.152, -6.529, 0.998], [-0.659, -5.134, 0.246], [-0.936, -6.775, -0.357], [1.711, -5.236, -0.464], [0.676, -5.510, -1.858], [1.502, 6.366, -1.139], [2.389, 5.972, 0.027], [2.044, 6.709, 1.213], [0.922, 6.309, 1.847], [0.225, 5.399, 1.477], [0.682, 7.142, 3.102], [0.774, 8.470, 2.867], [1.579, 6.862, 4.072], [-0.537, 6.936, 3.638], [1.546, 7.445, -1.305], [1.811, 5.851, -2.050], [0.455, 6.118, -0.945], [3.427, 6.220, -0.207], [2.352, 4.896, 0.221]], "nbo_charge": [-0.653, -0.077, -0.561, -0.091, -0.091, -0.554, 0.356, -0.724, 0.412, -0.715, 0.338, -0.497, 0.552, -0.427, 0.239, 0.204, 0.216, 0.188, 0.164, 0.175, 0.174, 0.203, 0.175, 0.128, -0.105, -0.169, 0.146, -0.643, -0.082, -0.480, 0.683, -0.535, 0.899, -0.314, -0.314, -0.310, 0.198, 0.254, 0.211, 0.217, 0.212, -0.640, -0.080, -0.486, 0.679, -0.510, 0.899, -0.314, -0.311, -0.304, 0.205, 0.226, 0.232, 0.193, 0.211]}


# 3
{"formula": "C15H23BHfN6Si", "method": "the ωB97M-V functional and the def2-TZVPD basis", "total_charge": 2, "homo_energy_ev": -15.3, "max_force_ev_per_a": 5.31, "relative_energy_kj_mol": 0.0, "symbols": ["H", "N", "B", "N", "C", "Hf", "H", "C", "H", "C", "H", "C", "H", "H", "H", "N", "N", "N", "N", "C", "C", "H", "H", "C", "C", "C", "C", "H", "H", "H", "H", "H", "C", "Si", "C", "C", "C", "C", "H", "H", "H", "H", "H", "H", "H", "H", "H"], "coordinates": [[-0.218, 2.808, 0.528], [0.080, 1.555, -1.169], [0.618, 0.633, -3.461], [0.578, 1.804, -2.427], [0.897, 3.105, -2.546], [-0.770, -0.784, -0.619], [1.307, 3.476, -3.479], [0.597, 3.724, -1.342], [0.698, 4.763, -1.083], [0.109, 2.727, -0.502], [1.065, 0.992, -4.508], [-1.112, -2.883, -0.740], [-1.362, -3.050, 0.330], [-0.285, -3.562, -0.972], [-2.003, -3.180, -1.307], [-0.833, 0.097, -3.533], [1.513, -0.457, -2.788], [-1.509, -0.360, -2.380], [1.144, -1.063, -1.588], [-1.629, -0.020, -4.593], [2.701, -0.933, -3.176], [-1.276, 0.257, -5.579], [3.140, -0.562, -4.091], [-2.860, -0.547, -4.189], [3.128, -1.879, -2.244], [-2.769, -0.740, -2.811], [2.133, -1.944, -1.264], [-3.694, -0.775, -4.825], [4.033, -2.449, -2.281], [-3.496, -1.126, -2.108], [2.048, -2.563, -0.379], [-0.927, 1.151, 0.641], [1.517, -0.763, 4.930], [-0.070, 0.105, 4.425], [-1.509, -0.798, 5.205], [0.033, 1.861, 5.071], [-0.506, 0.189, 2.611], [-0.792, 0.296, 1.372], [1.566, -0.782, 6.030], [2.416, -0.244, 4.572], [1.558, -1.803, 4.580], [-1.460, -0.727, 6.299], [-2.445, -0.343, 4.852], [-1.503, -1.857, 4.912], [0.951, 2.364, 4.738], [-0.830, 2.441, 4.718], [0.025, 1.848, 6.170]], "nbo_charge": [0.220, -0.447, 0.531, -0.311, 0.045, 2.486, 0.254, -0.314, 0.264, -0.018, 0.016, -1.321, 0.247, 0.291, 0.281, -0.273, -0.292, -0.586, -0.502, 0.115, 0.079, 0.271, 0.261, -0.292, -0.305, 0.043, 0.031, 0.278, 0.270, 0.248, 0.242, 0.329, -1.087, 1.496, -1.089, -1.075, 0.093, -0.824, 0.279, 0.256, 0.251, 0.275, 0.248, 0.251, 0.257, 0.250, 0.281]}


# 4
{"formula": "C15H23BN6RuSi", "method": "the ωB97M-V functional and the def2-TZVPD basis", "total_charge": 4, "homo_energy_ev": [-22.1, -21.7], "multiplicity": 5, "max_force_ev_per_a": 6.05, "relative_energy_kj_mol": 0.0, "s2": 6.0572, "symbols": ["C", "N", "N", "C", "C", "B", "N", "N", "C", "C", "C", "Ru", "N", "N", "C", "C", "C", "H", "H", "H", "H", "H", "H", "H", "H", "H", "H", "H", "C", "H", "H", "H", "C", "Si", "C", "C", "C", "C", "H", "H", "H", "H", "H", "H", "H", "H", "H"], "coordinates": [[2.722, 0.903, -0.102], [1.481, 1.405, -0.256], [1.593, 2.628, -0.899], [2.899, 2.881, -1.125], [3.642, 1.818, -0.630], [0.285, 3.430, -1.155], [-0.690, 2.548, -1.994], [-1.057, 1.303, -1.478], [-1.940, 0.740, -2.336], [-2.156, 1.628, -3.391], [-1.356, 2.745, -3.144], [-0.423, 0.638, 0.311], [-0.376, 3.541, 0.241], [-0.686, 2.367, 0.984], [-1.253, 2.789, 2.153], [-1.322, 4.175, 2.143], [-0.776, 4.605, 0.947], [-1.592, 2.063, 2.879], [-0.635, 5.574, 0.531], [-1.725, 4.793, 2.923], [0.486, 4.485, -1.676], [-1.217, 3.657, -3.697], [3.196, 3.795, -1.616], [-2.817, 1.464, -4.219], [4.710, 1.709, -0.640], [-2.331, -0.244, -2.112], [2.858, -0.071, 0.346], [-2.817, 0.370, 1.794], [-2.220, -0.247, 1.097], [-2.851, -0.578, 0.256], [0.884, -2.041, -1.731], [-1.812, -1.134, 1.604], [-0.431, -5.085, -0.298], [0.418, -3.939, 0.940], [-0.290, -4.265, 2.644], [2.254, -4.356, 0.939], [0.156, -2.134, 0.378], [0.417, -1.588, -0.777], [-0.302, -6.136, -0.003], [-0.022, -4.970, -1.312], [-1.508, -4.875, -0.348], [-0.167, -5.328, 2.900], [0.224, -3.670, 3.410], [-1.361, -4.028, 2.684], [2.727, -4.160, -0.033], [2.799, -3.779, 1.699], [2.382, -5.425, 1.167]], "nbo_charge": [0.018, -0.253, -0.266, 0.169, 0.008, 0.503, -0.329, -0.197, 0.023, -0.218, 0.161, 1.130, -0.328, -0.190, 0.029, -0.203, 0.186, 0.274, 0.288, 0.309, 0.059, 0.291, 0.304, 0.305, 0.303, 0.262, 0.269, 0.255, -0.767, 0.252, 0.350, 0.213, -0.815, 1.700, -1.053, -1.051, -0.410, -0.308, 0.320, 0.297, 0.305, 0.309, 0.315, 0.282, 0.276, 0.310, 0.314]}


# 5
{"formula": "C15H23F3MgNO2P", "method": "the ωB97M-V functional and the def2-TZVPD basis", "total_charge": 0, "homo_energy_ev": -7.7, "max_force_ev_per_a": 2.30, "relative_energy_kj_mol": 29.3, "symbols": ["C", "C", "C", "C", "C", "C", "C", "C", "N", "Mg", "C", "P", "H", "H", "H", "H", "H", "H", "H", "H", "C", "C", "H", "C", "C", "H", "H", "H", "H", "H", "H", "H", "H", "H", "H", "H", "H", "H", "H", "F", "C", "F", "F", "C", "O", "O"], "coordinates": [[-3.473, 0.939, -1.472], [-2.342, 1.028, -2.280], [-1.088, 0.610, -1.775], [-1.032, 0.134, -0.490], [-2.140, 0.014, 0.317], [-3.395, 0.400, -0.190], [0.143, 0.663, -2.648], [1.520, 0.786, -1.939], [1.735, 2.002, -1.232], [0.694, -1.067, -0.056], [-1.966, -0.574, 1.700], [-0.208, -0.315, 2.232], [-2.391, 1.420, -3.301], [-4.266, 0.259, 0.450], [-4.439, 1.275, -1.849], [-2.123, -1.667, 1.682], [-2.637, -0.113, 2.437], [0.210, -0.251, -3.267], [0.060, 1.509, -3.351], [1.806, -0.073, -1.264], [-0.150, -1.121, 3.863], [-0.268, 1.452, 2.652], [2.302, 0.733, -2.722], [0.712, 2.887, -0.754], [3.072, 2.554, -1.262], [2.343, -1.536, 0.903], [1.096, 3.912, -0.829], [-0.210, 2.837, -1.341], [0.460, 2.711, 0.303], [3.021, 3.641, -1.354], [3.649, 2.313, -0.358], [3.614, 2.152, -2.127], [-0.966, 1.597, 3.486], [0.746, 1.770, 2.931], [-0.595, 2.039, 1.788], [-0.998, -0.785, 4.482], [-0.180, -2.213, 3.719], [0.807, -0.852, 4.340], [2.498, -0.812, 0.608], [1.252, -5.875, -0.614], [1.171, -4.592, -0.213], [1.457, -4.538, 1.133], [2.154, -3.878, -0.868], [-0.239, -3.960, -0.455], [-1.130, -4.728, -0.760], [-0.285, -2.687, -0.257]], "nbo_charge": [-0.242, -0.174, -0.089, -0.602, -0.058, -0.212, -0.440, -0.123, -0.485, 1.676, -0.718, 0.710, 0.191, 0.203, 0.210, 0.253, 0.222, 0.225, 0.224, 0.024, -0.950, -0.943, 0.209, -0.390, -0.390, 0.040, 0.189, 0.216, 0.178, 0.197, 0.173, 0.189, 0.229, 0.231, 0.255, 0.227, 0.248, 0.235, -0.011, -0.301, 0.873, -0.340, -0.352, 0.700, -0.578, -0.924]}